Entry 1:
DFT (wB97M-V/def2-TZVPD) results for a structure of composition C20H37LuN12O7 in a non-equilibrium geometry.

Positions of all 77 atoms, in Å:
Lu: 0.1875 -0.7885 -0.7288
N: 2.2481 -1.7039 0.6275
C: 3.2115 -2.5614 -0.0916
C: 2.4336 -3.5182 -0.9769
N: 1.6067 -2.7795 -1.9510
C: 2.4842 -2.2308 -3.0185
C: 2.1844 -0.7788 -3.3646
N: 2.1149 0.0395 -2.1267
C: 0.5950 -3.6684 -2.5524
C: -0.4309 -4.1787 -1.5404
N: -0.9497 -3.0829 -0.6812
H: 2.7507 -0.9578 1.0970
H: 1.8404 -2.2517 1.3795
H: 3.8410 -3.1336 0.5919
H: 3.8678 -1.9247 -0.6839
H: 1.7810 -4.1031 -0.3277
H: 3.1161 -4.2111 -1.4800
H: 2.4081 -2.8315 -3.9280
H: 3.5222 -2.2976 -2.6925
H: 1.2343 -0.6950 -3.8845
H: 2.9642 -0.4250 -4.0421
H: 1.9199 1.0091 -2.3761
H: 3.0497 0.0693 -1.7283
H: 1.0683 -4.5355 -3.0284
H: 0.0897 -3.0966 -3.3331
H: 0.0141 -4.9446 -0.9091
H: -1.2353 -4.6712 -2.0890
H: -1.1348 -3.4519 0.2462
H: -1.8670 -2.7926 -1.0079
O: -4.6246 4.2435 2.6258
N: -3.6838 4.7301 2.0340
O: -3.3800 5.9016 1.9983
C: -2.8234 3.7987 1.2844
C: -3.1406 2.4651 1.2585
C: -2.3303 1.5880 0.5522
C: -1.1513 2.0155 -0.1479
O: -0.3809 1.1971 -0.7375
C: -0.8797 3.4258 -0.0649
C: -1.6960 4.2828 0.6358
N: 0.3338 4.0076 -0.6576
O: 0.5801 5.1569 -0.3622
O: 0.9986 3.3542 -1.4480
N: -2.6381 0.2017 0.6137
O: -3.3763 -0.2104 1.4720
O: -2.1581 -0.5693 -0.2440
H: -4.0199 2.1041 1.7744
H: -1.4571 5.3368 0.6895
C: 1.9415 1.6719 1.4727
N: 0.8390 1.6304 2.4202
C: 0.5924 2.8591 3.1674
C: 0.1570 0.4804 2.6707
N: -0.0162 -0.4162 1.7103
N: -0.3195 0.3177 3.9306
C: 0.4467 0.7594 5.0956
C: -1.3575 -0.6514 4.2423
H: 2.2266 2.7096 1.3170
H: 1.6695 1.2495 0.5067
H: 2.8211 1.1534 1.8698
H: 0.5238 3.6930 2.4671
H: 1.3904 3.0881 3.8769
H: -0.3484 2.7924 3.7072
H: -0.4715 -1.2272 2.1200
H: 1.4186 1.1415 4.7967
H: 0.6122 -0.0986 5.7491
H: -0.0841 1.5226 5.6660
H: -0.9541 -1.6603 4.3890
H: -2.1233 -0.6714 3.4756
H: -1.8336 -0.3486 5.1731
N: -1.9627 -1.3736 -3.5740
C: -2.4809 -0.7175 -4.6259
C: -1.8798 0.5189 -4.6606
C: -1.0055 0.5199 -3.5720
N: -1.0504 -0.6385 -2.9093
H: -2.2050 -2.3021 -3.2791
H: -3.2260 -1.1637 -5.2633
H: -2.0424 1.3052 -5.3763
H: -0.3666 1.3231 -3.2394

energy relative to the best compared isomer or geometry (same formula, charge and spin)	6.3	kcal/mol
LUMO level	-6.5	eV
net charge	+2
E_HOMO	-14.424	eV

These are the Mulliken partial charges, in e, on atoms 1 to 6:
1 Lu 2.14
2 N -0.36
3 C -1.04
4 C -0.82
5 N 0.96
6 C -1.19

=====

Entry 2:
DFT (wB97M-V/def2-TZVPD) results for a structure of composition C20H37O2S4Si2Sr.

Positions of all 66 atoms, in Å:
Sr: 0.5587 -0.7157 1.3851
C: -2.6695 0.7112 -1.8903
C: -3.5687 0.8624 -0.6653
S: -3.3863 -0.4203 0.6010
C: -3.9804 -1.8716 -0.3266
C: -3.0161 -3.0541 -0.3014
S: -1.3262 -2.5674 -0.7218
C: -0.9522 -3.5390 -2.2052
C: 0.5172 -3.3129 -2.5895
S: 1.1224 -1.6065 -2.4738
C: -0.0795 -0.7157 -3.4987
C: -0.1707 0.7419 -3.0631
S: -0.9435 1.0384 -1.4564
H: -2.9915 1.4249 -2.6537
H: -2.7742 -0.2951 -2.3031
H: -4.6115 0.9214 -0.9844
H: -3.3454 1.8010 -0.1521
H: -4.1536 -1.5583 -1.3580
H: -4.9415 -2.1905 0.0818
H: -3.3643 -3.8164 -1.0019
H: -3.0135 -3.5060 0.6862
H: -1.6058 -3.2704 -3.0381
H: -1.0909 -4.6045 -2.0147
H: 0.6862 -3.7078 -3.5941
H: 1.1635 -3.8694 -1.9077
H: -1.0607 -1.1804 -3.4056
H: 0.2101 -0.7529 -4.5517
H: -0.7039 1.3169 -3.8261
H: 0.8281 1.1785 -2.9909
C: 3.5265 -3.7643 -0.4932
Si: 3.3230 -2.1503 0.5567
C: 4.5144 -2.5294 2.0256
C: 4.4154 -0.9532 -0.4897
H: 4.5873 -4.0323 -0.5625
H: 3.1648 -3.6197 -1.5173
H: 2.9927 -4.6164 -0.0670
H: 5.5012 -2.8287 1.6531
H: 4.1372 -3.3368 2.6584
H: 4.6530 -1.6564 2.6694
H: 5.4311 -1.3517 -0.5962
H: 4.4917 0.0424 -0.0443
H: 4.0036 -0.8221 -1.4948
C: 1.5046 3.2875 -0.3348
Si: 0.9407 2.5176 1.3422
C: 2.4015 3.0993 2.4537
C: -0.4598 3.7307 1.8319
C: -0.5942 4.2605 3.1156
C: -1.6525 5.0862 3.4659
C: -2.6232 5.4156 2.5304
C: -2.5125 4.9080 1.2414
C: -1.4507 4.0833 0.9084
H: 1.8922 4.2989 -0.1722
H: 0.7016 3.3490 -1.0705
H: 2.3092 2.6940 -0.7791
H: 2.5124 4.1892 2.4389
H: 3.3258 2.6656 2.0607
H: 2.3227 2.7790 3.4948
H: 0.1472 4.0262 3.8732
H: -1.7192 5.4757 4.4760
H: -3.4531 6.0585 2.7992
H: -3.2555 5.1605 0.4915
H: -1.3840 3.7066 -0.1086
O: -1.5170 -3.4254 4.1527
C: -1.2740 -3.1661 2.9868
O: -0.8682 -2.0621 2.5060
H: -1.3724 -3.9611 2.2178

energy relative to the best compared isomer or geometry (same formula, charge and spin)	13.8	kcal/mol
LUMO level	1.8	eV
net charge	-1
E_HOMO	-3.506	eV

These are the Mulliken partial charges, in e, on atoms 1 to 6:
1 Sr 1.45
2 C -0.70
3 C -0.72
4 S 0.01
5 C -0.87
6 C -0.93

=====

Entry 3:
DFT (wB97M-V/def2-TZVPD) results for a structure of composition C20H38Br4Cl3CoGeN4O7P3S2.

Positions of all 83 atoms, in Å:
Co: -0.1493 -0.4392 -0.0679
Br: 5.2732 -0.1139 3.8859
C: 3.5009 -0.2859 3.2510
C: 2.4303 -0.2990 4.1298
Br: 2.7059 -0.1355 5.9930
C: 1.1254 -0.4478 3.6393
Br: -0.3978 -0.4306 4.7559
C: 0.8925 -0.6066 2.2854
O: -0.2946 -0.8030 1.7406
C: 1.9849 -0.5591 1.3843
O: 1.6846 -0.6985 0.1036
C: 3.2717 -0.4070 1.8712
Br: 4.6622 -0.3810 0.5945
C: -2.5357 2.4644 -3.6939
N: -1.2726 1.7593 -3.5998
C: -0.0906 2.5720 -3.8794
P: -1.0204 0.2350 -3.0918
O: -0.0091 0.0588 -2.0219
O: -2.5079 -0.2343 -2.6698
P: -3.1159 -0.3719 -1.1710
O: -2.1070 0.0209 -0.1550
N: -3.7454 -1.8727 -1.1990
C: -4.0875 -2.4286 0.1118
C: -3.5885 -2.8645 -2.2482
N: -4.4033 0.6285 -1.0236
C: -5.5769 0.4510 -1.8571
C: -4.3286 1.9221 -0.3565
N: -0.5792 -0.6508 -4.3976
C: -1.4482 -0.6528 -5.5613
C: 0.2389 -1.8537 -4.2584
H: -2.5719 3.2733 -2.9607
H: -3.3691 1.7894 -3.5159
H: -2.6447 2.8904 -4.6970
H: -0.0947 3.4549 -3.2384
H: -0.0777 2.8738 -4.9314
H: 0.8171 2.0140 -3.6547
H: -3.9920 -1.6679 0.8860
H: -3.3979 -3.2359 0.3639
H: -5.1154 -2.8013 0.1044
H: -3.3486 -2.3872 -3.1947
H: -4.5320 -3.4066 -2.3613
H: -2.7896 -3.5673 -2.0003
H: -5.5836 -0.5422 -2.3021
H: -5.6109 1.1989 -2.6579
H: -6.4819 0.5621 -1.2540
H: -3.4073 2.0013 0.2088
H: -5.1791 2.0207 0.3232
H: -4.3617 2.7415 -1.0810
H: -2.0081 0.2803 -5.6198
H: -2.1575 -1.4880 -5.5306
H: -0.8473 -0.7469 -6.4685
H: 0.8297 -1.8009 -3.3488
H: 0.9053 -1.9216 -5.1215
H: -0.3806 -2.7545 -4.2118
Cl: 2.0967 2.7179 -0.7382
Ge: 0.2854 1.9714 0.2835
Cl: 0.5238 2.8617 2.2832
Cl: -1.2001 3.4514 -0.5495
C: 2.0505 -5.6923 4.3149
C: 1.0404 -4.5573 4.2694
C: 1.6432 -3.2258 4.6807
O: 0.4047 -4.5159 2.9759
P: 1.0304 -3.6401 1.7419
S: -0.7176 -3.9674 0.5535
S: -0.4356 -2.5289 -0.8943
O: 2.1170 -4.7485 1.1935
C: 3.3139 -4.2829 0.5259
C: 2.9915 -3.4441 -0.6979
C: 4.2255 -3.5559 1.5028
H: 2.4383 -5.8053 5.3300
H: 2.8836 -5.4890 3.6433
H: 1.5862 -6.6291 4.0064
H: 0.2155 -4.7906 4.9474
H: 2.5352 -2.9823 4.0986
H: 1.9315 -3.2685 5.7327
H: 0.9255 -2.4152 4.5539
H: 3.7963 -5.2118 0.2102
H: 2.5352 -2.4895 -0.4228
H: 2.2975 -3.9746 -1.3512
H: 3.9102 -3.2300 -1.2495
H: 3.7257 -2.6763 1.9154
H: 5.1283 -3.2109 0.9960
H: 4.5151 -4.2123 2.3253

energy relative to the best compared isomer or geometry (same formula, charge and spin)	36.5	kcal/mol
LUMO level	2.0	eV
net charge	-1
E_HOMO	-4.409	eV

These are the Mulliken partial charges, in e, on atoms 1 to 6:
1 Co 0.90
2 Br -0.17
3 C 0.78
4 C 0.08
5 Br -0.12
6 C -0.81

=====

Entry 4:
DFT (wB97M-V/def2-TZVPD) results for a structure of composition C20H38N4NbOSiTl in a non-equilibrium geometry.

Positions of all 66 atoms, in Å:
N: 0.1821 0.2819 -2.3452
C: 0.1017 0.6743 -3.4993
O: 0.0616 1.0462 -4.6175
Tl: 2.6021 -2.0310 -0.1123
Nb: -0.0765 0.0651 -0.3780
N: 0.0497 -1.9483 -0.2009
N: -1.9470 0.7354 -0.4836
C: -0.1956 -3.1605 -1.0193
C: -3.0179 1.1113 -1.4228
C: 0.3918 -4.3946 -0.3328
C: -1.7027 -3.3666 -1.1646
C: 0.4389 -2.9707 -2.3873
C: -2.6714 2.4836 -2.0012
C: -4.3711 1.1931 -0.7135
C: -3.1238 0.0857 -2.5413
H: 1.4684 -4.3175 -0.1243
H: 0.2616 -5.2535 -1.0087
H: -0.1296 -4.6146 0.6051
H: -2.1793 -3.5226 -0.1893
H: -1.8809 -4.2611 -1.7817
H: -2.1827 -2.5101 -1.6550
H: 0.0798 -2.0622 -2.8830
H: 0.1750 -3.8412 -3.0076
H: 1.5379 -2.9238 -2.3413
H: -2.5762 3.2213 -1.1953
H: -3.4678 2.8008 -2.6893
H: -1.7264 2.4484 -2.5570
H: -4.4130 2.0193 0.0049
H: -4.6007 0.2515 -0.2031
H: -5.1522 1.3728 -1.4645
H: -3.9425 0.3915 -3.2088
H: -3.3671 -0.9032 -2.1325
H: -2.2122 0.0225 -3.1402
C: -0.3440 -2.0563 1.2362
H: -0.6675 -1.0554 1.6118
H: -1.1834 -2.7585 1.3540
H: 0.5039 -2.3912 1.8578
C: -2.0917 1.2905 0.8812
H: -1.1356 1.2466 1.4390
H: -2.3897 2.3509 0.8401
H: -2.8398 0.7335 1.4694
C: 2.5068 2.2694 -1.6570
Si: 2.6467 1.9660 0.1692
C: 4.3379 1.2445 0.4731
C: 2.4492 3.5952 1.0395
N: 1.4188 0.8510 0.8090
C: 1.5660 0.6833 2.2477
C: 2.4035 -0.3263 2.7602
C: 2.1448 -0.8319 4.0348
C: 1.1818 -0.2226 4.8454
C: 0.4878 0.9064 4.3971
C: 0.7334 1.4106 3.1174
H: 3.3267 2.9734 -1.8807
H: 1.5660 2.7532 -1.9500
H: 2.6664 1.3668 -2.2610
H: 5.0545 1.8761 -0.0759
H: 4.6061 1.2715 1.5368
H: 4.4488 0.2154 0.0996
H: 1.4281 3.9811 0.9290
H: 2.6820 3.5176 2.1085
H: 3.1416 4.3198 0.5860
H: 3.2231 -0.7230 2.1484
H: 2.7173 -1.6904 4.3926
H: 0.9915 -0.6125 5.8457
H: -0.2454 1.4006 5.0370
H: 0.2500 2.3216 2.7489

LUMO level	-7.9	eV
net charge	+2
E_HOMO	-14.779	eV

These are the Mulliken partial charges, in e, on atoms 1 to 6:
1 N -0.86
2 C 0.82
3 O -0.43
4 Tl 0.90
5 Nb 0.35
6 N 1.25

=====

Entry 5:
DFT (wB97M-V/def2-TZVPD) results for a structure of composition C20H38NOSbSe2Te2W.

Positions of all 66 atoms, in Å:
W: 1.6943 -0.2363 0.1321
Se: 2.2984 0.6908 2.1703
Te: 3.4512 -0.7951 3.9314
Te: 3.2273 -3.1615 2.7702
Se: 2.1126 -2.4493 0.5210
O: 0.9894 -0.4924 -2.0109
C: 1.6110 -0.1298 -3.2774
C: 1.5152 1.3679 -3.4969
C: 2.0112 2.1493 -2.2723
C: 3.3587 1.6545 -1.8310
C: 4.5242 2.1782 -2.3630
C: 5.7496 1.6534 -1.9920
C: 5.7801 0.6055 -1.0806
C: 4.5919 0.1338 -0.5791
N: 3.3875 0.6358 -0.9465
H: 0.0687 -0.7408 -2.1621
H: 1.1265 -0.7024 -4.0657
H: 2.6473 -0.4542 -3.2144
H: 0.4900 1.6613 -3.7311
H: 2.1252 1.6195 -4.3671
H: 1.2993 2.0697 -1.4441
H: 2.0744 3.2081 -2.5200
H: 4.4583 2.9999 -3.0631
H: 6.6662 2.0582 -2.3998
H: 6.7110 0.1652 -0.7549
H: 4.5792 -0.6623 0.1528
C: -3.2497 1.8035 0.7649
C: -1.8648 1.5572 0.1742
C: -0.8770 2.6094 0.6748
C: -1.9322 1.5949 -1.3514
Sb: -1.0564 -0.3964 0.7591
C: -1.4341 -0.7090 2.9167
C: -0.5259 -1.8385 3.3813
C: -1.1036 0.5743 3.6694
C: -2.9029 -1.0604 3.1396
C: -2.1383 -1.9854 -0.3363
C: -1.8534 -3.3176 0.3527
C: -3.6329 -1.6718 -0.3345
C: -1.6246 -2.0648 -1.7726
H: -3.6013 2.7872 0.4402
H: -3.2369 1.8097 1.8531
H: -3.9776 1.0659 0.4287
H: -1.2213 3.5994 0.3614
H: 0.1281 2.4647 0.2666
H: -0.7938 2.6156 1.7611
H: -2.2850 2.5806 -1.6689
H: -2.6311 0.8574 -1.7467
H: -0.9519 1.4350 -1.8121
H: 0.5250 -1.5640 3.2980
H: -0.6900 -2.7656 2.8322
H: -0.7330 -2.0350 4.4376
H: -0.0882 0.9304 3.4895
H: -1.1837 0.3580 4.7385
H: -1.8040 1.3766 3.4446
H: -3.1802 -2.0195 2.7083
H: -3.5721 -0.2902 2.7555
H: -3.0704 -1.1342 4.2175
H: -2.2684 -3.3663 1.3564
H: -0.7827 -3.5294 0.4039
H: -2.3185 -4.1162 -0.2326
H: -4.0327 -1.5691 0.6723
H: -4.1654 -2.4965 -0.8167
H: -3.8618 -0.7657 -0.8958
H: -0.5945 -2.4323 -1.8073
H: -1.7352 -1.1185 -2.3142
H: -2.2266 -2.8001 -2.3146

energy relative to the best compared isomer or geometry (same formula, charge and spin)	15.5	kcal/mol
LUMO level (spin up / spin down)	-7.2 / -7.2	eV
net charge	+2
E_HOMO (spin up / spin down)	-12.837 / -12.850	eV

These are the Mulliken partial charges, in e, on atoms 1 to 6:
1 W 0.68
2 Se 0.02
3 Te 0.02
4 Te -0.02
5 Se -0.07
6 O -0.20

=====

Entry 6:
DFT (wB97M-V/def2-TZVPD) results for a cluster of 4 separate species, C20H38O5P2 in total in a non-equilibrium geometry.

Positions of all 65 atoms, in Å:
C: 2.1944 -0.1336 -0.4940
P: 1.4923 -1.8899 -0.5821
O: 2.7415 -3.0154 -0.8688
P: 0.0856 -1.7972 -2.3356
C: -1.2086 -1.5794 -3.7233
O: -2.5871 -1.4377 -3.2856
C: -2.6945 -0.8785 -2.0136
C: -3.1094 -1.7654 -0.9070
C: -3.2629 -1.3192 0.4684
C: -2.9829 0.0979 0.7538
C: -2.6067 1.0422 -0.3037
C: -2.4729 0.5177 -1.6779
H: 1.3824 0.5565 -0.1249
H: 2.4548 0.2515 -1.5283
H: 3.0562 -0.0509 0.2118
H: 2.4114 -3.8595 -0.5100
H: -0.6966 -2.7749 -1.6452
H: 1.0882 -2.3040 -3.2455
H: 0.0612 -0.3756 -2.1331
H: -1.1793 -2.4670 -4.4224
H: -0.9136 -0.6843 -4.3462
H: -3.3038 -2.8446 -1.1402
H: -3.5816 -2.0401 1.2626
H: -3.0722 0.4403 1.8134
H: -2.3989 2.1081 -0.0687
H: -2.1742 1.2326 -2.4865
C: 0.7291 1.3021 3.7928
C: -0.0548 2.1524 4.7745
C: -1.4688 2.0321 4.2340
O: -1.5668 0.7426 3.6147
C: -0.2505 0.1832 3.4933
H: 1.6799 0.9409 4.1850
H: 0.9303 1.8761 2.8832
H: 0.0022 1.7123 5.7747
H: 0.2910 3.1848 4.8368
H: -1.6670 2.7895 3.4674
H: -2.2264 2.1216 5.0151
H: -0.1617 -0.6280 4.2239
H: -0.1198 -0.2343 2.4928
C: 5.4338 -0.3294 6.2473
C: 6.4449 -0.2804 5.1196
C: 5.5485 -0.2598 3.8950
O: 4.3370 0.4056 4.2779
C: 4.3163 0.5443 5.7065
H: 5.8237 0.0220 7.2030
H: 5.0757 -1.3546 6.3801
H: 7.0203 0.6483 5.1773
H: 7.1456 -1.1157 5.1203
H: 5.2881 -1.2743 3.5753
H: 6.0028 0.2645 3.0522
H: 4.4875 1.6001 5.9432
H: 3.3352 0.2562 6.0897
C: -3.2578 -0.4466 -6.8524
C: -2.6012 0.8555 -7.2708
C: -3.7326 1.8518 -7.0840
O: -4.5457 1.3580 -6.0138
C: -4.1587 0.0074 -5.7186
H: -2.5499 -1.2193 -6.5498
H: -3.8613 -0.8394 -7.6763
H: -1.7781 1.0920 -6.5892
H: -2.2081 0.8432 -8.2880
H: -4.3585 1.9154 -7.9810
H: -3.3738 2.8536 -6.8389
H: -3.6240 0.0121 -4.7664
H: -5.0491 -0.6152 -5.6144

LUMO level	0.6	eV
net charge	0
SMILES	CP(O)[PH3]COc1ccccc1.C1CCOC1.C1CCOC1.C1CCOC1
E_HOMO	-7.179	eV

These are the Mulliken partial charges, in e, on atoms 1 to 6:
1 C -0.91
2 P 0.14
3 O -0.53
4 P 0.24
5 C -0.61
6 O -0.41